Below is C30H45In2N7O8PS as an isolated structure in a non-equilibrium geometry, with properties calculated with the ωB97M-V functional and the def2-TZVPD basis.

Each line ends with the Löwdin charge.
Cartesian coordinates (Å):
In (14.17, 13.79, 16.55)  1.13
In (12.75, 9.25, 15.27)  1.30
S (14.98, 9.87, 17.11)  0.48
P (12.03, 12.27, 14.97)  -0.08
O (14.74, 11.34, 17.18)  -0.48
O (13.29, 11.60, 14.51)  -0.30
O (16.21, 9.48, 17.77)  -0.25
O (11.85, 13.78, 14.94)  -0.39
O (13.68, 9.07, 17.55)  -0.43
O (14.89, 9.43, 15.55)  -0.45
O (12.43, 12.12, 16.54)  -0.34
O (10.89, 11.41, 14.54)  -0.33
N (8.55, 11.86, 16.19)  0.01
N (13.93, 9.82, 12.30)  0.02
N (10.00, 15.79, 15.72)  0.01
N (11.67, 15.25, 18.45)  0.10
N (8.61, 12.22, 12.85)  0.02
N (8.95, 9.20, 14.52)  0.07
N (12.11, 13.64, 8.97)  -0.20
C (14.77, 8.82, 12.63)  -0.15
C (7.19, 12.04, 16.22)  -0.12
C (7.49, 11.56, 12.42)  -0.14
C (14.13, 7.61, 12.49)  -0.06
C (11.67, 14.30, 10.20)  -0.26
C (10.43, 17.09, 15.96)  -0.15
C (8.39, 16.86, 16.82)  -0.09
C (13.57, 13.62, 8.85)  -0.25
C (8.67, 8.30, 15.51)  -0.07
C (8.75, 15.69, 16.23)  -0.16
C (14.00, 12.71, 7.69)  -0.09
C (12.69, 9.33, 12.01)  -0.16
C (13.02, 13.87, 19.65)  -0.07
C (7.86, 10.93, 18.10)  -0.09
C (6.72, 11.39, 17.34)  -0.08
C (8.96, 11.21, 17.35)  -0.16
C (11.98, 13.09, 19.15)  0.01
C (12.79, 7.97, 12.07)  -0.11
C (11.47, 14.22, 7.80)  -0.26
C (12.83, 15.17, 19.18)  -0.06
C (11.18, 14.01, 18.33)  -0.01
C (11.99, 13.52, 11.46)  -0.08
C (9.96, 14.10, 7.82)  -0.10
C (6.41, 12.43, 12.44)  -0.09
C (10.11, 7.30, 14.10)  -0.04
C (8.21, 13.50, 13.14)  -0.16
C (9.36, 7.11, 15.30)  -0.06
C (9.46, 17.77, 16.67)  -0.09
C (9.88, 8.65, 13.69)  -0.11
C (6.87, 13.65, 12.98)  -0.11
H (6.31, 14.56, 13.09)  0.11
H (11.84, 15.25, 7.71)  0.13
H (15.76, 9.00, 13.01)  0.13
H (13.55, 11.72, 7.79)  0.08
H (7.44, 16.94, 17.32)  0.10
H (9.55, 18.80, 16.89)  0.09
H (11.77, 13.63, 6.93)  0.11
H (13.03, 13.22, 11.50)  0.05
H (11.26, 16.00, 17.89)  0.14
H (11.35, 12.63, 11.55)  0.06
H (11.37, 17.41, 15.53)  0.11
H (6.66, 12.58, 15.46)  0.10
H (10.01, 10.96, 17.46)  0.10
H (14.58, 6.64, 12.63)  0.11
H (8.53, 10.14, 14.44)  0.12
H (7.50, 10.52, 12.09)  0.11
H (5.70, 11.28, 17.59)  0.09
H (8.20, 14.78, 16.08)  0.09
H (11.98, 15.38, 10.27)  0.13
H (11.78, 14.15, 12.34)  0.06
H (13.37, 16.05, 19.47)  0.14
H (10.58, 14.38, 10.11)  0.09
H (9.34, 6.26, 15.95)  0.10
H (10.60, 15.12, 15.19)  0.10
H (10.34, 13.80, 17.69)  0.12
H (9.18, 12.09, 15.44)  0.07
H (9.41, 14.74, 8.52)  0.07
H (9.57, 11.96, 12.97)  0.08
H (5.45, 12.11, 12.10)  0.10
H (11.98, 7.30, 11.87)  0.09
H (10.26, 9.17, 12.84)  0.08
H (8.92, 14.23, 13.48)  0.10
H (7.83, 10.53, 19.10)  0.10
H (11.72, 12.06, 19.34)  0.13
H (13.98, 13.24, 9.77)  0.09
H (9.67, 13.08, 8.08)  0.09
H (9.60, 14.38, 6.84)  0.07
H (14.17, 10.80, 12.33)  0.14
H (13.94, 14.64, 8.71)  0.12
H (13.84, 13.48, 20.22)  0.13
H (7.95, 8.54, 16.31)  0.13
H (13.74, 13.16, 6.74)  0.06
H (10.61, 6.53, 13.53)  0.10
H (15.09, 12.64, 7.63)  0.07
H (11.88, 9.97, 11.73)  0.11

Output
Electronic energy   -89111.5094 eV
Net charge   +1
Relative energy (zero: lowest compared OMol25 entry of this formula, charge and spin)   92.3 kcal/mol